{"formula": "C30H48P2SSm", "method": "wB97M-V/def2-TZVPD", "multiplicity": 6, "lumo_ha": [-0.105, -0.094], "charge": 1, "orbital_gap_ha": [0.252, 0.263], "s_squared": 8.78, "elements": ["H", "H", "H", "C", "H", "H", "H", "H", "H", "C", "C", "S", "H", "H", "C", "H", "C", "H", "C", "H", "H", "H", "H", "H", "H", "C", "H", "H", "C", "C", "H", "C", "H", "H", "H", "C", "P", "C", "H", "H", "H", "C", "H", "C", "H", "H", "C", "C", "H", "C", "H", "H", "H", "C", "P", "H", "C", "C", "C", "H", "C", "C", "H", "C", "C", "H", "C", "H", "H", "H", "H", "H", "Sm", "H", "C", "C", "H", "H", "C", "H", "C", "H"], "coordinates": [[2.117567, 1.059109, -3.334187], [-3.653845, 0.802465, -1.158061], [3.546271, 2.005295, 1.426497], [0.578139, -1.247197, -5.416152], [2.104264, -0.244044, 4.747085], [-3.987254, -0.957837, -1.117834], [1.211296, 1.892651, -5.784101], [1.140033, 2.272131, -1.900052], [-1.812778, 1.145491, 4.998410], [1.378058, 0.649780, -4.025905], [-0.586581, -2.684262, 2.229264], [-1.499447, 1.560379, 2.148215], [2.178550, -3.187188, 0.207170], [0.619672, -0.745614, 5.610827], [0.668240, 1.682858, -4.844303], [-1.137613, 4.317928, 2.201187], [-1.531785, 2.187253, 4.819974], [3.496690, -2.098755, 3.347158], [0.634713, -1.196231, 3.523610], [-0.745643, 0.817637, -6.260594], [-1.952864, -4.292269, 2.555813], [1.809261, -4.536808, 1.305924], [-0.892008, 5.118329, 6.450146], [-1.495300, -4.066580, 0.846860], [-1.554792, -2.863559, -1.619598], [-0.906729, -1.646301, -5.275959], [0.667630, -0.560638, -6.273033], [3.823497, 1.065270, -1.852557], [-1.707972, -0.780646, -4.351340], [-1.346947, 3.080579, 5.871987], [0.184205, 2.499089, -0.414479], [3.316795, 0.302634, -1.244571], [3.240074, -0.474193, 2.672801], [-1.335684, -1.643024, -6.293754], [-0.796610, 5.937774, 4.081881], [3.002095, -1.540644, 2.532905], [-1.676495, -0.490915, -1.187234], [-1.615700, 0.561476, -4.324353], [2.066394, 2.959921, 1.254370], [-3.640953, -0.152354, -2.682609], [-2.640222, -2.956895, 1.619456], [-1.720328, -3.541853, 1.782284], [4.063449, -0.189944, -0.603768], [0.630213, 1.732851, -1.077878], [3.442370, -1.857790, 1.578395], [-2.538509, -2.381176, 4.119681], [1.014883, -0.333812, 4.668080], [1.369522, -3.664267, 0.786978], [2.903374, -0.469404, -1.908141], [-0.985959, 4.882995, 4.292335], [0.613605, -4.039898, 0.080495], [0.604337, 0.680945, 4.568582], [-0.720176, -1.976878, -2.916921], [-1.370778, 2.616920, 3.477006], [2.053752, 0.970839, -0.120258], [1.124782, -2.145492, -5.731171], [-1.160286, 3.994900, 3.239910], [1.244098, -0.681952, -4.196786], [-1.826660, -1.550879, 4.206148], [-1.291856, 2.290683, -5.488791], [-0.778508, 1.335316, -5.286335], [-0.525993, 0.902874, -1.740891], [-0.978764, -2.688981, -4.934357], [-3.394452, -0.171672, -1.616142], [0.782201, -2.727189, 1.784245], [0.653049, 2.634148, -4.279351], [-1.054965, 4.428485, 5.625116], [-1.500303, -1.467962, 5.256991], [-2.366320, -0.623873, 3.964200], [1.800052, -1.383157, -3.567118], [-2.494434, -1.299893, -3.795962], [0.117226, -2.244031, -1.389586], [-0.073882, -0.416550, 0.909281], [-2.289709, 1.158760, -3.700889], [-0.876721, -2.023122, -1.830705], [2.825335, 2.399007, 0.698716], [3.342747, 3.066270, -0.000166], [-0.102730, 0.398147, -2.613594], [1.530665, -1.778446, 2.567956], [-1.432362, 2.713035, 6.904000], [-0.661933, -1.753502, 3.314841], [-1.236251, 1.653445, -2.117302]], "atomic_forces_ev_per_a": [[-0.43, -0.34, 0.06], [0.15, -0.51, -0.12], [-0.08, 0.15, -0.18], [-0.19, -0.49, -0.60], [-0.22, -0.05, 0.10], [0.18, 0.36, -0.17], [0.09, 0.01, 0.46], [-0.59, -0.10, 0.21], [0.25, 0.43, 0.07], [0.69, -1.03, -0.63], [0.96, 0.65, 0.35], [0.17, -1.48, -2.09], [-0.20, -0.23, 0.11], [0.21, 0.11, -0.26], [-0.26, 0.49, -0.30], [0.10, 0.11, 0.22], [0.12, 0.11, -0.79], [-0.02, 0.18, -0.34], [-0.16, -0.90, -1.04], [-0.10, 0.18, 0.49], [0.03, 0.11, -0.33], [-0.13, 0.28, -0.35], [-0.07, -0.14, -0.18], [-0.03, -0.01, 0.20], [0.27, 0.16, 0.07], [0.14, -0.44, -0.20], [0.16, -0.14, 0.52], [-0.15, -0.16, 0.17], [-0.84, 1.15, -0.76], [0.00, 0.20, 0.16], [0.33, -0.38, -0.12], [0.27, -0.07, -0.23], [0.00, -0.32, 0.00], [-0.07, -0.01, 0.37], [-0.08, -0.32, 0.10], [0.46, 0.05, 0.09], [0.58, 0.14, 1.02], [-0.97, -1.01, -0.51], [0.07, -0.12, -0.10], [0.04, 0.03, 0.31], [0.23, -0.18, 0.07], [-0.46, -0.22, -0.09], [-0.15, 0.18, -0.17], [0.21, 0.39, 0.21], [-0.02, 0.01, 0.24], [0.16, 0.17, 0.12], [0.07, 0.63, 0.22], [0.25, -0.41, -0.26], [0.06, 0.23, 0.23], [-0.06, -0.12, 0.59], [0.27, 0.02, 0.20], [0.10, -0.18, 0.10], [0.12, -0.17, 0.64], [0.00, 1.46, 2.06], [0.00, 0.17, -0.02], [-0.03, 0.15, 0.13], [0.08, -0.64, 0.13], [0.88, 1.13, -0.39], [-0.62, 0.33, 0.28], [0.19, -0.31, 0.05], [0.12, 0.58, -0.54], [-0.15, -0.15, -0.81], [0.03, 0.20, -0.08], [-0.53, 0.04, -0.31], [-0.43, 0.90, 0.47], [0.04, -0.37, -0.22], [-0.01, -0.24, -0.61], [-0.15, -0.12, -0.36], [0.06, -0.26, 0.06], [-0.12, 0.24, -0.08], [0.33, 0.28, -0.14], [-0.49, 0.27, 0.19], [-0.66, -0.25, 3.87], [0.18, -0.40, -0.24], [-0.28, -0.15, -0.81], [0.12, 0.02, 0.11], [-0.12, -0.14, 0.08], [-0.09, 0.56, 0.27], [-1.18, -0.15, 0.10], [0.01, 0.24, -0.50], [1.02, -0.26, -0.81], [0.36, -0.17, 0.24]], "lowdin_charge": [0.075, 0.075, 0.051, -0.176, 0.082, 0.065, 0.131, 0.079, 0.083, -0.147, -0.329, 0.533, 0.074, 0.096, -0.160, 0.089, -0.128, 0.101, -0.291, 0.112, 0.098, 0.103, 0.100, 0.067, 0.069, -0.179, 0.110, 0.062, -0.169, -0.087, 0.067, -0.258, 0.070, 0.131, 0.104, -0.059, 0.789, -0.141, 0.053, 0.035, 0.085, -0.048, 0.053, -0.396, 0.067, 0.084, -0.019, -0.055, 0.026, -0.089, 0.065, 0.069, 0.005, -0.727, 0.781, 0.121, -0.139, -0.108, -0.037, 0.125, -0.167, -0.398, 0.112, -0.240, -0.360, 0.114, -0.086, 0.092, 0.053, 0.103, 0.091, 0.040, 1.152, 0.099, -0.242, -0.238, 0.062, 0.009, -0.339, 0.110, -0.302, 0.088]}